No. 1
# C25H29N3P2Ru

A molecular structure, C25H29N3P2Ru (ωB97M-V/def2-TZVPD, the OMol25 dataset).

Output
Multiplicity: 5
E_LUMO (spin up / spin down), eV: -6.34 / -8.89
Kohn-Sham gap (spin up / spin down), eV: 6.86 / 5.44
<S²>: 6.0526
E_HOMO (spin up / spin down), eV: -13.2 / -14.3
Molecular weight, g mol⁻¹: 534.55
Net charge: +2
Largest force on an atom, eV Å⁻¹: 5.13

```
60
C25H29N3P2Ru (ωB97M-V/def2-TZVPD)
C 1.205 -4.826 -1.092
C 1.393 -3.543 -0.577
C 1.373 -2.479 -1.510
C 0.808 -2.610 -2.785
C 0.616 -3.912 -3.272
C 0.868 -5.010 -2.443
C 0.430 -1.269 -3.324
C 1.672 -0.443 -3.352
C 2.209 -0.337 -2.063
C 3.065 0.722 -1.676
C 3.673 1.436 -2.710
C 3.336 1.182 -4.047
C 2.302 0.292 -4.369
H 1.310 -5.692 -0.431
H 0.315 -4.064 -4.314
H 0.786 -6.029 -2.839
H -0.159 -1.274 -4.237
H 4.413 2.209 -2.470
H 3.875 1.707 -4.843
H 2.019 0.138 -5.413
N 1.803 -1.236 -1.097
Ru -0.056 -0.211 -0.110
C 1.516 -3.151 0.864
H 2.454 -2.600 1.036
H 1.439 -4.011 1.546
C 3.174 0.993 -0.210
H 3.606 0.130 0.320
H 3.739 1.914 -0.004
P 0.163 -1.912 1.302
P 1.475 1.192 0.592
C 1.245 2.995 0.344
H 0.416 3.352 0.972
H 2.182 3.499 0.619
H 1.018 3.167 -0.717
C 1.947 1.157 2.365
H 2.561 2.047 2.562
H 1.045 1.195 2.991
H 2.528 0.251 2.581
C -1.288 -3.027 1.146
H -1.037 -3.999 1.590
H -2.157 -2.604 1.663
H -1.523 -3.155 0.082
C 0.414 -1.773 3.110
H -0.311 -1.076 3.549
H 0.261 -2.767 3.554
H 1.434 -1.432 3.325
H -0.246 -0.762 -2.432
H 0.029 1.076 -1.059
N -3.085 5.383 0.885
C -2.945 4.249 1.131
C -2.785 2.854 1.460
C -3.423 2.312 2.577
C -3.155 0.982 2.864
C -2.273 0.252 2.058
N -1.669 0.772 0.979
C -1.972 2.042 0.654
H -4.095 2.919 3.176
H -3.603 0.485 3.712
H -2.021 -0.778 2.305
H -1.501 2.412 -0.256
```

No. 2
# C25H29N4S4Ti

A molecular structure, C25H29N4S4Ti (ωB97M-V/def2-TZVPD, the OMol25 dataset).

Output
E_LUMO, eV: -3.19
Kohn-Sham gap, eV: 6.37
E_HOMO, eV: -9.6
Molecular weight, g mol⁻¹: 561.67
Net charge: +1
Energy above the lowest of the compared OMol25 structures with the same formula, charge and spin, eV: 0.061
Largest force on an atom, eV Å⁻¹: 0.80

```
63
C25H29N4S4Ti (ωB97M-V/def2-TZVPD)
Ti 0.253 0.022 0.235
C -2.970 -0.009 -1.304
C -2.453 1.414 -1.481
S -0.659 1.448 -1.770
C -0.309 3.221 -1.568
C 0.978 3.449 -0.793
S 1.017 2.791 0.887
C -0.203 3.795 1.775
C -1.621 3.244 1.772
S -1.580 1.472 2.153
C -3.314 1.042 1.879
C -3.418 -0.422 1.481
S -2.354 -0.954 0.118
H -2.706 -0.618 -2.169
H -4.059 0.001 -1.238
H -2.666 2.028 -0.611
H -2.939 1.860 -2.350
H -1.159 3.692 -1.078
H -0.217 3.650 -2.565
H 1.204 4.515 -0.756
H 1.819 2.955 -1.287
H -0.184 4.811 1.380
H 0.174 3.834 2.797
H -2.105 3.389 0.806
H -2.222 3.746 2.531
H -3.728 1.685 1.103
H -3.882 1.216 2.793
H -4.445 -0.682 1.226
H -3.121 -1.067 2.310
C -1.065 -5.245 -1.263
C -0.141 -4.873 -0.296
C 0.367 -3.582 -0.275
C -0.058 -2.651 -1.216
C -0.977 -3.027 -2.190
C -1.477 -4.320 -2.213
N 0.444 -1.315 -1.157
C 1.587 -1.010 -1.931
C 1.851 -1.458 -3.221
C 2.997 -1.037 -3.876
C 3.889 -0.160 -3.262
C 3.643 0.295 -1.978
C 2.501 -0.137 -1.322
N 2.087 0.216 -0.024
N 2.980 0.458 0.953
C 2.392 0.175 2.114
C 3.083 0.324 3.350
C 2.518 -0.142 4.491
C 1.237 -0.757 4.456
C 0.581 -0.806 3.270
N 1.105 -0.325 2.105
H -1.457 -6.253 -1.281
H 0.193 -5.593 0.440
H 1.098 -3.283 0.468
H -1.279 -2.306 -2.941
H -2.188 -4.609 -2.976
H 1.167 -2.149 -3.698
H 3.200 -1.398 -4.876
H 4.782 0.155 -3.784
H 4.334 0.949 -1.462
H 4.063 0.780 3.332
H 3.045 -0.054 5.432
H 0.781 -1.159 5.349
H -0.414 -1.230 3.203
```

No. 3
# C25H29N5O4S

A single C25H29N5O4S molecule (ωB97M-V/def2-TZVPD, the OMol25 dataset).

Output
E_LUMO, eV: 0.20
Kohn-Sham gap, eV: 8.31
E_HOMO, eV: -8.1
Molecular weight, g mol⁻¹: 495.60
Net charge: 0
SMILES string: COc1ccc(C(=O)NC(=S)N(CCC(C)C)c2c(N)n(Cc3ccccc3)c(=O)[nH]c2=O)cc1
Energy above the lowest of the compared OMol25 structures with the same formula, charge and spin, eV: 0.000
Largest force on an atom, eV Å⁻¹: 0.80

```
64
C25H29N5O4S (ωB97M-V/def2-TZVPD)
C -4.892 -3.257 -0.683
H -5.334 -3.994 -1.352
O -3.649 -3.795 -0.293
C -2.825 -3.040 0.465
C -3.155 -1.801 1.011
C -2.219 -1.090 1.732
C -0.935 -1.595 1.923
C -0.630 -2.869 1.435
C -1.556 -3.578 0.710
H -1.324 -4.551 0.307
H 0.352 -3.276 1.623
C 0.097 -0.868 2.677
O 1.013 -1.408 3.263
N -0.030 0.515 2.756
C -0.541 1.451 1.875
N -0.504 1.208 0.547
C 0.219 0.119 0.002
C 1.549 -0.061 0.332
N 2.225 0.823 1.107
H 3.229 0.764 1.147
H 1.815 1.732 1.240
N 2.215 -1.196 -0.054
C 1.652 -2.127 -0.913
O 2.233 -3.129 -1.257
N 0.403 -1.804 -1.362
C -0.434 -0.785 -0.908
O -1.575 -0.724 -1.319
H -0.026 -2.478 -1.986
C 3.496 -1.538 0.553
C 4.618 -0.637 0.105
C 4.771 -0.332 -1.243
C 5.804 0.488 -1.661
C 6.697 1.007 -0.737
C 6.556 0.702 0.605
C 5.518 -0.113 1.026
H 5.411 -0.354 2.075
H 7.253 1.098 1.328
H 7.505 1.644 -1.065
H 5.915 0.718 -2.709
H 4.083 -0.750 -1.963
H 3.704 -2.565 0.234
H 3.382 -1.523 1.642
C -1.180 2.126 -0.361
C -2.699 1.973 -0.298
H -2.937 0.928 -0.500
H -3.031 2.217 0.713
C -3.457 2.860 -1.293
C -3.227 4.347 -1.028
H -2.211 4.636 -1.287
H -3.910 4.945 -1.627
H -3.394 4.579 0.021
C -3.117 2.507 -2.740
H -3.153 1.430 -2.886
H -3.828 2.974 -3.419
H -2.123 2.859 -3.004
H -4.522 2.652 -1.137
H -0.895 3.144 -0.081
H -0.821 1.905 -1.364
S -1.034 2.899 2.506
H 0.399 0.921 3.580
H -2.498 -0.138 2.158
H -4.137 -1.378 0.872
H -4.761 -2.311 -1.216
H -5.553 -3.108 0.176
```

No. 4
# C25H29N5O7P

4 unconnected molecules or ions with the total composition C25H29N5O7P (ωB97M-V/def2-TZVPD, the OMol25 dataset).

Output
E_LUMO, eV: 0.87
Kohn-Sham gap, eV: 4.53
E_HOMO, eV: -3.7
Molecular weight, g mol⁻¹: 542.51
Net charge: -1
Largest force on an atom, eV Å⁻¹: 4.08

```
67
C25H29N5O7P (ωB97M-V/def2-TZVPD)
N -0.706 4.661 0.607
P -1.141 3.180 -0.353
C -2.753 3.972 -1.008
C -2.628 4.691 -2.398
O -3.228 6.028 -2.291
C -1.978 2.430 1.206
C -1.624 1.121 1.760
C -2.188 0.534 2.946
N -3.134 1.186 3.669
C -3.495 2.384 3.176
C -3.023 3.098 2.017
H -0.586 4.328 1.572
H 0.235 4.928 0.306
H 0.110 2.526 0.100
H -0.395 3.635 -1.493
H -1.425 1.932 -1.081
H -3.192 4.725 -0.307
H -3.512 3.146 -1.149
H -1.585 4.866 -2.744
H -3.191 4.182 -3.222
H -4.139 6.001 -2.612
H -0.837 0.553 1.231
H -1.803 -0.454 3.275
H -4.277 2.922 3.774
H -3.395 4.103 1.752
C 2.991 -1.048 -2.376
C 2.855 0.067 -1.558
C 2.181 1.189 -2.017
C 1.642 1.180 -3.294
C 1.776 0.075 -4.123
C 2.456 -1.043 -3.659
N 0.904 2.354 -3.766
O 0.829 3.303 -3.013
O 0.401 2.305 -4.883
H 3.514 -1.924 -2.010
H 3.274 0.061 -0.559
H 2.078 2.053 -1.372
H 1.359 0.070 -5.121
H 2.565 -1.914 -4.295
C 4.601 -1.612 4.171
C 5.283 -1.250 3.017
C 4.996 -1.878 1.814
C 4.020 -2.864 1.780
C 3.338 -3.238 2.929
C 3.633 -2.607 4.128
N 3.695 -3.512 0.506
O 4.325 -3.171 -0.481
O 2.812 -4.348 0.503
H 4.824 -1.115 5.109
H 6.038 -0.474 3.054
H 5.532 -1.589 0.919
H 2.580 -4.009 2.904
H 3.105 -2.889 5.031
C -3.309 -5.407 -0.501
C -3.015 -4.539 -1.545
C -2.361 -3.342 -1.289
C -2.003 -3.029 0.014
C -2.299 -3.885 1.063
C -2.956 -5.079 0.802
N -1.289 -1.775 0.283
O -1.064 -1.041 -0.658
O -0.961 -1.546 1.435
H -3.815 -6.344 -0.704
H -3.293 -4.797 -2.559
H -2.135 -2.671 -2.107
H -2.025 -3.639 2.081
H -3.189 -5.757 1.614
```